ORCA calculation (ωB97M-V/def2-TZVPD) on C44H75FN13 as an isolated structure at a distorted geometry.

Calculated values
HOMO energy = -11.5 eV
E = -2532.68946 Ha
Orbital gap = 7.9 eV
Total charge = +1
Relative energy (zero: lowest compared OMol25 entry of this formula, charge and spin) = 39.4 kcal per mole
Lowest unoccupied orbital energy = -3.5468 eV

CARTESIAN COORDINATES (ANGSTROEM)
F -1.874 -0.803 1.096
N -0.273 0.248 -0.051
N -1.768 1.239 0.187
N -4.283 -5.164 -1.133
N 2.484 1.811 7.959
N 4.791 0.309 -8.365
N -5.848 4.227 -2.045
N 3.003 -3.158 0.415
N 1.321 -2.801 -4.257
N -0.917 2.268 -4.211
N -1.713 8.014 4.671
N 3.227 -0.292 1.578
N -2.629 -3.972 1.856
N 0.842 0.387 -0.739
C 1.409 0.481 -5.375
C 3.584 -0.423 8.733
C 5.214 -3.050 -7.677
C -6.286 1.187 -0.106
C 2.122 0.766 -4.060
C -3.399 1.912 -3.455
C 0.323 -0.593 -5.226
C -5.094 3.379 0.297
C -0.113 5.968 4.906
C 4.615 -2.751 -6.309
C -3.263 -7.515 -0.645
C 2.073 -3.111 -0.721
C 2.589 -1.285 9.520
C -4.950 1.851 0.218
C 1.349 6.420 4.794
C -4.289 -8.431 0.034
C -2.008 2.126 -3.878
C -0.069 -2.102 0.234
C -5.547 3.855 -1.007
C 6.128 -1.922 -8.168
C 1.659 7.086 3.458
C 1.134 -1.991 -0.442
C 1.455 1.269 2.686
C -3.834 -6.195 -0.917
C -0.499 3.787 -1.769
C -0.747 -0.890 0.429
C 5.377 -0.670 -8.280
C 2.076 2.147 3.778
C -4.773 -7.887 1.373
C -4.319 2.898 -5.613
C 0.852 3.091 -1.651
C -4.309 1.700 -4.671
C 2.674 1.352 4.932
C 1.523 -0.711 -0.902
C 0.919 -1.838 -4.737
C 2.080 -0.600 10.783
C -1.323 3.723 -0.475
C -1.600 2.336 -0.100
C 2.968 0.832 8.300
C -2.103 -3.511 0.803
C 3.976 -4.253 0.254
C -0.610 -3.413 0.745
C -1.010 7.117 4.779
C 2.444 0.382 2.072
H 1.412 1.088 -3.294
H -0.289 5.486 5.868
H -5.819 3.649 1.065
H 2.904 -0.341 11.449
H -0.812 1.107 0.110
H 5.401 -2.596 -5.567
H 3.985 -1.860 -6.329
H -4.575 1.475 1.171
H -5.322 1.510 -4.316
H 1.581 7.113 5.603
H 0.652 0.656 3.104
H 3.498 -2.277 0.469
H -0.154 -3.670 1.697
H 2.653 -0.118 -3.695
H 1.030 1.897 1.900
H -6.661 1.500 -1.081
H 3.079 -2.222 9.789
H 2.711 7.367 3.406
H 4.903 -3.888 -0.185
H -4.216 1.579 -0.538
H 4.198 -4.704 1.215
H 6.550 -2.164 -9.144
H -7.040 1.432 0.643
H 1.592 -4.080 -0.759
H -3.435 1.042 -2.795
H 2.453 -0.628 -1.444
H 1.923 0.718 5.404
H 1.532 0.314 10.547
H -3.731 2.778 -2.877
H -5.289 -6.933 1.252
H 2.860 1.557 -4.190
H -0.352 5.251 4.118
H 2.146 0.176 -6.121
H 1.743 -1.539 8.879
H 2.002 5.553 4.918
H 1.402 -1.257 11.326
H -0.276 -4.172 0.041
H 1.302 2.811 4.167
H 2.582 -2.948 -1.676
H -4.647 3.799 -5.093
H 0.950 1.398 -5.738
H -4.153 3.868 0.544
H -0.786 4.198 0.349
H -0.347 4.836 -2.026
H -3.643 -3.997 1.761
H -2.740 -3.184 -0.018
H 1.410 3.191 -2.580
H -3.987 0.810 -5.216
H 4.453 -0.185 9.348
H 1.448 6.411 2.624
H 1.451 3.526 -0.848
H -1.064 3.338 -2.584
H -5.475 -8.581 1.834
H 3.993 -3.580 -5.973
H -5.000 2.721 -6.444
H 1.071 7.995 3.320
H -0.182 -0.771 -6.175
H 3.562 -5.029 -0.381
H 2.851 2.779 3.341
H 3.935 -0.955 7.848
H -6.178 0.102 -0.130
H 5.787 -3.978 -7.632
H -3.940 -7.741 2.063
H -2.271 4.245 -0.604
H -2.931 -7.945 -1.590
H 0.736 2.023 -1.453
H 3.499 0.719 4.594
H -2.387 -7.386 -0.007
H 4.410 -3.208 -8.398
H 6.956 -1.769 -7.474
H -3.330 3.084 -6.034
H 3.065 2.025 5.684
H -5.143 -8.574 -0.630
H -3.833 -9.410 0.183
H -0.425 -0.271 -4.501